Below is a 12-piece molecular cluster, C48H120O24 overall, with properties calculated with wB97M-V/def2-TZVPD.

```
192
Properties=species:S:1:pos:R:3:forces:R:3
C 29.2118 31.9232 6.1609 0.20 -0.31 1.39
O 30.1878 30.9100 6.0457 0.55 -1.19 -0.99
C 31.0960 31.0047 4.9243 0.04 0.90 0.76
C 31.5712 29.6403 4.3750 -1.03 -0.96 -0.31
O 32.5518 28.9511 5.1078 1.03 1.03 1.95
C 32.4232 27.5530 5.2654 -0.63 0.59 -1.03
H 29.6567 32.7297 6.7437 -0.23 0.50 -0.30
H 28.4654 31.4786 6.8191 -0.22 0.08 0.00
H 28.6881 32.2795 5.2738 0.45 -0.18 -0.47
H 31.9346 31.6383 5.2133 0.55 -0.28 0.33
H 30.5749 31.6927 4.2585 0.03 -0.75 -1.13
H 31.9717 29.6087 3.3617 -0.26 1.09 -0.39
H 30.6878 29.0047 4.3152 -0.42 -0.05 0.10
H 33.1830 27.1338 5.9250 0.00 0.47 0.03
H 32.5549 27.1441 4.2636 -0.08 -0.68 -0.03
H 31.4230 27.3252 5.6339 -0.06 -0.28 0.11
C 23.0446 30.3949 9.9766 -0.54 -1.21 0.42
O 23.0715 30.0912 11.4009 0.56 0.58 -1.62
C 24.3702 30.0346 11.9446 0.66 1.25 0.61
C 25.2334 31.3552 11.8013 -1.96 -1.34 0.79
O 24.3493 32.3939 12.2801 1.13 0.09 -0.72
C 25.1017 33.5639 12.5935 0.42 -0.38 -0.35
H 22.0199 30.2421 9.6379 -0.18 0.33 0.34
H 23.5697 29.6222 9.4151 0.57 -0.03 0.06
H 23.3764 31.3776 9.6415 0.17 0.18 0.55
H 24.9804 29.1856 11.6364 -0.09 -0.24 -0.61
H 24.2072 29.8893 13.0125 -0.03 0.09 0.07
H 25.6572 31.4440 10.8010 -0.57 0.69 -0.44
H 26.1210 31.2248 12.4204 0.00 0.14 0.54
H 25.7830 33.2763 13.3942 0.29 0.43 0.12
H 24.5256 34.4426 12.8836 -0.62 -0.51 0.20
H 25.6509 33.8953 11.7122 0.37 -0.02 -0.10
C 26.0701 33.3763 3.4299 -0.45 -0.21 -0.48
O 25.5051 34.6353 3.3482 0.59 2.41 -0.30
C 26.2568 35.5518 2.5296 0.11 0.54 -0.13
C 27.7665 35.7915 2.7291 -1.48 -0.36 0.29
O 28.6005 34.6890 2.3684 0.24 1.35 -1.75
C 28.9567 34.6823 0.9015 -0.29 -1.11 1.85
H 25.2906 32.7826 3.9073 0.50 -0.45 0.14
H 27.0173 33.4252 3.9670 0.05 -0.52 0.05
H 26.2011 33.0679 2.3927 0.45 -0.82 0.02
H 25.8369 36.5346 2.7440 -0.37 -0.03 -0.28
H 26.1690 35.3547 1.4612 -0.72 -0.45 -0.20
H 27.7865 36.1594 3.7550 1.20 -0.79 0.54
H 27.9925 36.6950 2.1629 0.13 -0.02 -0.43
H 28.1369 34.4308 0.2286 -0.48 -0.13 0.42
H 29.6479 33.8396 0.9137 0.17 0.27 -0.49
H 29.3951 35.5802 0.4659 0.28 0.31 0.79
C 16.8494 40.9412 9.2438 1.41 -1.56 0.30
O 17.8216 39.8729 8.9359 -1.03 -0.01 0.35
C 17.4875 38.6613 9.6295 0.50 -0.40 0.67
C 18.5010 37.5475 9.3547 -0.17 -0.32 -0.51
O 18.3612 36.4874 10.3330 0.01 1.13 -1.35
C 18.9486 35.2771 9.8703 -0.77 0.03 0.39
H 17.0910 41.8266 8.6557 0.10 -0.22 0.05
H 17.0105 41.0974 10.3105 -0.48 0.56 0.06
H 15.8328 40.6021 9.0446 -0.05 0.02 -0.03
H 16.4638 38.3365 9.4431 -0.10 -0.10 -0.75
H 17.4810 38.6712 10.7194 0.24 1.16 0.47
H 19.5413 37.8718 9.3293 -0.03 0.48 0.45
H 18.3370 37.2304 8.3248 -0.19 -0.74 -0.11
H 18.8310 34.6110 10.7250 0.52 -0.22 -0.17
H 19.9753 35.3865 9.5211 0.26 0.13 0.33
H 18.3865 34.8642 9.0327 -0.21 -0.01 -0.17
C 25.7948 33.2995 7.4760 -1.15 0.21 -0.06
O 24.3706 33.1831 7.3521 -0.12 0.36 0.49
C 23.7348 34.2620 6.6912 -0.20 0.82 -0.69
C 23.7920 35.7227 7.2507 0.06 -1.74 2.02
O 22.9212 35.9599 8.4540 0.76 -0.73 -0.31
C 23.3229 35.2985 9.7107 0.54 -0.31 -0.87
H 26.2947 33.1792 6.5149 0.03 -0.18 -0.20
H 26.0537 32.4987 8.1686 0.34 0.24 -0.09
H 26.0397 34.2935 7.8502 0.27 -0.14 0.36
H 22.6847 34.0286 6.5156 -0.12 -0.37 0.59
H 24.1172 34.2876 5.6708 0.43 0.40 -0.29
H 23.5275 36.3792 6.4217 -0.57 0.13 0.36
H 24.8172 35.9690 7.5271 0.13 0.10 0.11
H 23.6476 34.2668 9.5748 0.08 -0.09 -0.55
H 22.5297 35.1872 10.4499 -0.63 0.66 -0.55
H 24.1548 35.7875 10.2176 0.06 0.39 -0.31
C 24.0441 39.1939 3.7548 -0.45 0.81 -0.26
O 24.8755 38.8360 2.6603 -0.87 0.51 0.09
C 24.9026 39.8686 1.6059 0.86 -2.36 1.29
C 26.0791 39.3712 0.7879 0.32 0.72 -0.21
O 25.6869 38.3057 -0.0437 1.84 -0.73 -1.61
C 26.8631 37.8576 -0.8406 -0.76 0.31 0.47
H 23.0523 39.5405 3.4646 -0.21 0.07 -0.59
H 24.4770 40.0491 4.2737 0.21 -0.05 0.41
H 23.7997 38.3923 4.4517 0.80 -0.35 -0.18
H 25.1018 40.8246 2.0900 -0.11 0.22 -0.27
H 23.9651 39.8095 1.0530 -0.01 0.37 -0.05
H 26.8852 39.0828 1.4625 -0.09 -0.38 0.44
H 26.5685 40.1647 0.2231 -0.38 0.38 -0.54
H 27.5485 37.2395 -0.2605 -0.11 0.07 0.44
H 27.4407 38.6865 -1.2499 -0.13 0.45 0.32
H 26.6257 37.2705 -1.7277 -0.91 -0.05 0.31
C 15.8937 30.9492 13.1295 0.65 0.37 -0.28
O 17.2613 30.7117 12.8870 0.55 -1.18 1.46
C 17.8526 31.6216 11.9943 0.46 -0.11 0.28
C 19.4378 31.5215 12.0406 -0.19 0.06 0.96
O 20.1170 32.7150 12.5448 -1.48 -0.28 -1.14
C 21.5244 32.7344 12.4429 0.25 -0.69 0.66
H 15.5462 30.1738 13.8123 -0.19 -0.09 -0.47
H 15.3932 31.0328 12.1648 -0.60 -0.54 -0.02
H 15.7160 31.9108 13.6111 0.21 0.31 0.27
H 17.4051 32.5587 12.3254 0.78 0.83 -0.69
H 17.4466 31.2901 11.0387 0.34 0.68 -0.66
H 19.8699 31.1072 11.1297 -0.09 0.86 -0.68
H 19.6555 30.6808 12.6995 -0.14 0.03 0.65
H 21.9887 32.7721 11.4574 -0.59 -0.24 -0.48
H 21.9171 31.8555 12.9542 0.26 -0.04 -0.09
H 21.9208 33.6119 12.9538 -0.43 0.11 0.22
C 25.2816 30.3465 5.5376 -0.29 0.53 0.81
O 25.5451 30.0950 4.2272 0.45 -1.12 -3.69
C 24.4041 29.5605 3.4529 0.71 -0.11 1.35
C 24.6650 29.4463 1.8917 -0.77 -0.83 0.68
O 24.0319 28.2548 1.2799 0.09 0.76 1.28
C 24.0667 28.2614 -0.1530 -0.08 0.37 1.31
H 24.8085 29.4906 6.0190 -0.06 -0.08 0.38
H 24.6597 31.2366 5.6325 -0.45 0.08 0.32
H 26.2350 30.5938 6.0046 0.01 -0.23 0.19
H 23.5952 30.1818 3.8373 -0.57 0.42 -1.14
H 24.1494 28.6088 3.9194 0.24 -0.60 -0.46
H 25.7358 29.3442 1.7154 0.12 0.35 0.12
H 24.2572 30.3529 1.4448 0.16 0.00 -0.34
H 25.1175 28.3375 -0.4327 -0.11 0.27 -0.65
H 23.4077 29.0678 -0.4746 0.43 0.32 -0.53
H 23.6326 27.3416 -0.5449 0.17 -0.15 0.38
C 20.5472 37.4321 4.3925 0.75 1.40 -0.93
O 19.3340 37.7591 5.0129 -0.93 0.19 0.40
C 18.9967 39.1498 5.0908 0.38 0.08 0.38
C 18.6050 39.8176 3.7903 -0.38 -1.07 -2.40
O 19.7243 40.0364 2.9455 0.81 0.34 -0.55
C 19.4810 40.7506 1.7075 0.95 0.15 1.69
H 20.4450 37.3352 3.3116 -0.36 -0.72 -0.13
H 21.0791 36.5909 4.8371 -0.54 -0.15 0.15
H 21.2190 38.2904 4.3927 0.30 0.21 0.61
H 19.8140 39.6646 5.5959 0.48 0.33 -0.47
H 18.2081 39.2877 5.8305 -0.42 -0.55 -0.22
H 17.9071 40.6544 3.7621 0.39 0.76 1.07
H 18.0452 39.1565 3.1286 -0.73 -0.99 0.71
H 18.7451 40.3894 0.9892 -0.38 -0.50 0.46
H 20.4525 40.7305 1.2138 -0.10 0.21 -0.05
H 19.2470 41.7567 2.0554 -0.19 0.34 -0.66
C 21.6093 38.7732 7.7958 -0.13 1.00 -0.55
O 22.3815 39.9592 7.5251 0.30 -0.29 0.31
C 22.1425 40.9659 8.4821 1.00 -0.02 0.72
C 23.1773 42.1266 8.4093 -1.45 1.15 -1.00
O 23.6234 42.6215 9.6399 2.58 -1.07 0.19
C 22.7278 43.3021 10.4088 -2.25 -0.13 0.69
H 21.5355 38.5029 8.8492 0.44 0.20 0.19
H 22.0574 37.9361 7.2605 -0.22 0.23 -0.07
H 20.6050 39.0317 7.4602 -0.28 -0.63 -0.08
H 22.3230 40.5419 9.4699 -0.13 -0.21 0.41
H 21.1009 41.2869 8.4724 -0.14 0.26 -0.22
H 22.7434 43.0175 7.9555 -0.65 0.00 -0.57
H 24.0065 41.9335 7.7286 0.27 -0.56 0.60
H 22.0102 42.6015 10.8358 -0.45 -0.22 0.10
H 22.1270 44.0001 9.8257 0.04 0.40 -0.21
H 23.0999 43.8085 11.2993 0.92 0.03 -0.46
C 27.7422 36.3033 9.0140 0.61 2.90 -0.53
O 26.5282 36.4255 9.7509 -0.87 -0.39 0.57
C 26.1177 37.7324 10.3255 0.37 -0.17 -1.53
C 25.3041 38.6001 9.2646 1.90 -1.23 0.35
O 26.1338 39.0582 8.1821 1.25 -0.58 3.52
C 25.4103 39.2070 7.0554 -0.58 -0.36 -1.51
H 28.6215 36.6862 9.5319 0.07 -0.34 0.89
H 27.7219 37.0455 8.2159 -0.29 -0.09 -0.56
H 28.0574 35.3728 8.5419 -1.04 -0.56 0.66
H 27.0000 38.1225 10.8330 0.05 0.67 -0.43
H 25.3951 37.5570 11.1226 -0.02 -0.58 -0.07
H 24.7111 39.4169 9.6759 0.20 0.15 0.39
H 24.6097 37.8373 8.9124 -0.32 0.08 -0.40
H 26.1202 39.2965 6.2331 -0.19 0.43 -0.19
H 24.7097 40.0351 7.1630 -0.13 -0.10 -0.61
H 24.9003 38.2525 6.9258 -0.74 0.12 -0.67
C 28.1665 32.6968 10.1259 -0.01 0.83 -0.84
O 29.4729 32.9257 9.5228 -3.31 0.36 -0.05
C 30.4664 32.1578 10.0939 0.30 0.22 0.00
C 31.6383 32.1403 9.1405 0.80 0.12 0.78
O 32.2711 33.4264 9.0028 -0.75 -0.96 -0.35
C 31.9801 34.0866 7.7785 0.01 0.78 0.88
H 28.0699 32.7418 11.2107 0.91 -0.17 0.29
H 27.6707 31.7881 9.7846 0.51 -0.49 -0.10
H 27.4786 33.4826 9.8137 0.34 0.29 -0.32
H 30.1256 31.1376 10.2705 0.03 -0.33 0.02
H 30.6500 32.6508 11.0486 0.85 -0.37 0.34
H 31.3802 31.6868 8.1835 -0.28 0.24 -0.18
H 32.3568 31.4556 9.5911 0.39 0.07 0.01
H 30.9196 34.2555 7.5917 -0.26 -0.51 0.11
H 32.4465 33.6107 6.9159 0.12 -0.01 -0.03
H 32.3467 35.0958 7.9658 0.44 -0.01 -0.50
```
Positions in Å, forces in eV/Å.

E_HOMO in eV: -9.161
E_LUMO in eV: 0.58
Energy in eV: -100840.490
Max |F| in eV/Å: 3.9

Mulliken population analysis, charges in e, atoms 1 to 8: 0.2136 -0.4623 -0.1050 -0.8105 -0.3504 -0.6706 -0.0961 -0.1750